# 1
Molecular formula: C27H48O21
Method: DFT, ωB97M-V/def2-TZVPD

Bonds (Å) are listed after each position.
Cartesian coordinates (Å):
1 C -2.01319 4.32621 -4.30696  O2 1.428, H10 1.090, H11 1.090, H12 1.090
2 O -2.90614 5.18761 -3.59926  C1 1.428, C3 1.436
3 C -4.25510 4.70094 -3.52391  O2 1.436, C4 1.576, H13 1.090, H14 1.090
4 C -4.55005 3.53772 -2.50184  C3 1.576, O5 1.482, H15 1.090, H16 1.090
5 O -4.18172 2.25905 -3.15414  C4 1.482, C6 1.430
6 C -3.68745 1.16198 -2.38204  O5 1.430, C7 1.552, H17 1.090, H18 1.090
7 C -4.79805 0.65332 -1.42510  C6 1.552, O8 1.399, H19 1.090, H20 1.090
8 O -5.18869 1.54053 -0.41643  C7 1.399, C9 1.408
9 C -4.29208 1.80349 0.63646  O8 1.408, H21 1.090, H22 1.090, H23 1.090
10 H -1.01185 4.75675 -4.30063  C1 1.090
11 H -2.31829 4.37118 -5.35243  C1 1.090
12 H -1.89732 3.36628 -3.80377  C1 1.090
13 H -4.72583 4.56803 -4.49800  C3 1.090
14 H -4.78583 5.54083 -3.07557  C3 1.090
15 H -5.62277 3.43438 -2.33851  C4 1.090
16 H -4.07963 3.58050 -1.51950  C4 1.090
17 H -2.72956 1.37307 -1.90664  C6 1.090
18 H -3.42557 0.41724 -3.13362  C6 1.090
19 H -4.59217 -0.30653 -0.95140  C7 1.090
20 H -5.69216 0.43661 -2.00965  C7 1.090
21 H -3.37953 2.32409 0.34608  C9 1.090
22 H -4.00414 0.85599 1.09192  C9 1.090
23 H -4.65876 2.40441 1.46865  C9 1.090
24 C 1.17236 1.29540 2.99461  O25 1.419, H33 1.090, H34 1.090, H35 1.090
25 O 1.80262 0.42845 2.06474  C24 1.419, C26 1.407
26 C 3.10470 0.77816 1.66174  O25 1.407, C27 1.539, H36 1.090, H37 1.090
27 C 4.09829 1.14165 2.77936  C26 1.539, O28 1.444, H38 1.090, H39 1.090
28 O 4.27351 0.02822 3.68254  C27 1.444, C29 1.425
29 C 5.41063 0.13141 4.53524  O28 1.425, C30 1.546, H40 1.090, H41 1.090
30 C 5.48681 -1.07156 5.50347  C29 1.546, O31 1.381, H42 1.090, H43 1.090
31 O 5.59633 -2.30294 4.88856  C30 1.381, C32 1.419
32 C 5.57493 -3.38799 5.80216  O31 1.419, H44 1.090, H45 1.090, H46 1.090
33 H 0.99272 2.26052 2.52093  C24 1.090
34 H 1.69389 1.50409 3.92872  C24 1.090
35 H 0.24189 0.78253 3.23811  C24 1.090
36 H 2.96128 1.64550 1.01734  C26 1.090
37 H 3.44376 0.00524 0.97201  C26 1.090
38 H 3.77662 1.97285 3.40685  C27 1.090
39 H 5.07614 1.38674 2.36483  C27 1.090
40 H 5.22796 1.01019 5.15369  C29 1.090
41 H 6.33316 0.29117 3.97710  C29 1.090
42 H 4.55602 -1.02534 6.06880  C30 1.090
43 H 6.35056 -0.97158 6.16076  C30 1.090
44 H 6.57600 -3.52365 6.21149  C32 1.090
45 H 5.30611 -4.17460 5.09712  C32 1.090
46 H 4.79128 -3.32746 6.55737  C32 1.090
47 O -1.21028 -2.19456 4.03379  C48 1.250
48 C 0.03405 -2.09332 4.09633  O47 1.250, O49 1.306, O52 1.347
49 O 0.88760 -2.30735 3.13068  C48 1.306, C50 1.418
50 C 2.12884 -2.66670 3.71459  O49 1.418, C51 1.528, H53 1.090, H54 1.090
51 C 2.06088 -1.73897 4.92664  C50 1.528, O52 1.414, H55 1.090, H56 1.090
52 O 0.68598 -1.82870 5.24520  C48 1.347, C51 1.414
53 H 2.17292 -3.74275 3.88276  C50 1.090
54 H 2.98062 -2.40948 3.08498  C50 1.090
55 H 2.16511 -0.67197 4.72982  C51 1.090
56 H 2.70968 -2.05384 5.74396  C51 1.090
57 O -1.09302 4.68944 0.03343  C58 1.238
58 C -0.08232 4.18122 -0.47034  O57 1.238, O59 1.330, O62 1.338
59 O -0.00821 3.15497 -1.31307  C58 1.330, C60 1.373
60 C 1.27422 2.80741 -1.66021  O59 1.373, C61 1.521, H63 1.090, H64 1.090
61 C 2.05314 3.94336 -1.01514  C60 1.521, O62 1.356, H65 1.090, H66 1.090
62 O 1.17234 4.53903 -0.17339  C58 1.338, C61 1.356
63 H 1.57511 1.77486 -1.48301  C60 1.090
64 H 1.37301 2.95162 -2.73611  C60 1.090
65 H 2.54810 4.60891 -1.72236  C61 1.090
66 H 2.84575 3.35906 -0.54773  C61 1.090
67 O -2.74217 -1.87286 -1.98218  C68 1.185
68 C -1.82270 -1.47407 -1.35025  O67 1.185, O69 1.312, O72 1.337
69 O -1.95831 -0.74088 -0.27081  C68 1.312, C70 1.423
70 C -0.71315 -0.41206 0.33337  O69 1.423, C71 1.495, H73 1.090, H74 1.090
71 C 0.24120 -1.19965 -0.50490  C70 1.495, O72 1.378, H75 1.090, H76 1.090
72 O -0.51365 -1.61851 -1.57836  C68 1.337, C71 1.378
73 H -0.59097 0.66596 0.22833  C70 1.090
74 H -0.78204 -0.83121 1.33720  C70 1.090
75 H 0.61292 -2.05826 0.05430  C71 1.090
76 H 1.06523 -0.59198 -0.87885  C71 1.090
77 O -0.03824 0.96703 -4.55671  C78 1.231
78 C -0.95292 0.31051 -5.05350  O77 1.231, O79 1.300, O82 1.368
79 O -1.22202 -0.94018 -4.82284  C78 1.300, C80 1.383
80 C -2.38675 -1.28787 -5.48280  O79 1.383, C81 1.513, H83 1.090, H84 1.090
81 C -2.78704 -0.09656 -6.32473  C80 1.513, O82 1.396, H85 1.090, H86 1.090
82 O -1.92434 0.88321 -5.82878  C78 1.368, C81 1.396
83 H -2.29790 -2.20778 -6.06070  C80 1.090
84 H -3.19382 -1.49099 -4.77890  C80 1.090
85 H -3.80716 0.16085 -6.03977  C81 1.090
86 H -2.59664 -0.41364 -7.35006  C81 1.090
87 O -1.17407 -6.02664 1.50612  C88 1.201
88 C -0.74621 -5.89058 0.39177  O87 1.201, O89 1.333, O92 1.360
89 O -0.04687 -6.79481 -0.29313  C88 1.333, C90 1.413
90 C 0.14249 -6.39970 -1.63684  O89 1.413, C91 1.505, H93 1.090, H94 1.090
91 C -0.25491 -4.94826 -1.61908  C90 1.505, O92 1.414, H95 1.090, H96 1.090
92 O -0.90445 -4.77843 -0.37478  C88 1.360, C91 1.414
93 H 1.13835 -6.49075 -2.07051  C90 1.090
94 H -0.61420 -6.86604 -2.26776  C90 1.090
95 H -1.01612 -4.78599 -2.38218  C91 1.090
96 H 0.56083 -4.24233 -1.77508  C91 1.090

The calculated total energy is -2637.4681 hartree. As for the net charge: 0. For the energy above the lowest of the compared OMol25 structures with the same formula, charge and spin, the calculation gives 138.7 kcal/mol. For the HOMO energy, the calculation gives -8.6 eV. The lowest unoccupied orbital energy is 0.24 eV.

Calculated atomic charges, method Mulliken, unit e:
1 C -0.405
2 O -0.390
3 C -0.769
4 C -0.133
5 O -0.465
6 C 1.142
7 C -0.728
8 O -0.404
9 C -0.323
10 H 0.260
11 H 0.337
12 H 0.022
13 H 0.362
14 H 0.348
15 H 0.359
16 H 0.150
17 H -0.099
18 H -0.566
19 H 0.383
20 H 0.377
21 H 0.023
22 H 0.204
23 H 0.314
24 C -1.267
25 O 0.516
26 C 0.090
27 C -1.062
28 O 0.065
29 C -0.826
30 C -0.396
31 O -0.326
32 C -0.796
33 H 0.307
34 H 0.325
35 H 0.258
36 H -0.287
37 H 0.346
38 H 0.437
39 H 0.485
40 H 0.345
41 H 0.393
42 H 0.214
43 H 0.452
44 H 0.324
45 H 0.249
46 H 0.355
47 O -0.610
48 C 0.584
49 O -0.174
50 C -0.446
51 C 0.471
52 O -0.428
53 H 0.412
54 H 0.233
55 H -0.247
56 H 0.177
57 O -0.582
58 C 0.475
59 O -0.021
60 C 0.172
61 C -0.429
62 O -0.390
63 H 0.007
64 H 0.212
65 H 0.260
66 H 0.262
67 O -0.628
68 C 0.419
69 O -0.401
70 C 0.794
71 C -0.098
72 O -0.340
73 H -0.070
74 H -0.101
75 H -0.006
76 H 0.235
77 O -0.627
78 C 0.755
79 O -0.240
80 C -0.363
81 C -0.265
82 O -0.294
83 H 0.399
84 H 0.143
85 H 0.272
86 H 0.285
87 O -0.552
88 C 0.557
89 O -0.348
90 C -0.354
91 C -0.076
92 O -0.207
93 H 0.323
94 H 0.263
95 H 0.220
96 H 0.164

# 2
Molecular formula: C27H49BF5IN2O7P
Method: DFT, ωB97M-V/def2-TZVPD

Bonds (Å) are listed after each position.
Cartesian coordinates (Å):
1 C 5.79090 3.84467 -0.05095  C2 1.549, H39 1.081, H40 1.086, H41 1.084
2 C 6.31298 2.87411 1.03783  C1 1.549, C3 1.541, H42 1.084, H43 1.085
3 C 7.31576 1.83483 0.50030  C2 1.541, C4 1.541, H44 1.084, H45 1.086
4 C 6.69769 0.44767 0.24041  C3 1.541, C5 1.529, H46 1.084, H47 1.088
5 C 6.54305 0.09699 -1.23980  C4 1.529, C6 1.538, H48 1.088, H49 1.085
6 C 5.28170 0.66660 -1.91041  C5 1.538, C7 1.528, H50 1.089, H51 1.087
7 C 4.16407 -0.36316 -2.06909  C6 1.528, C8 1.541, H52 1.085, H53 1.084
8 C 3.48617 -0.66776 -0.71968  C7 1.541, C9 1.531, H54 1.085, H55 1.087
9 C 1.96639 -0.83307 -0.80004  C8 1.531, C10 1.534, H56 1.086, H57 1.084
10 C 1.31387 -0.32237 0.49093  C9 1.534, C11 1.533, H58 1.086, H59 1.088
11 C -0.08221 -0.89935 0.75130  C10 1.533, C12 1.555, H60 1.087, H61 1.087
12 C -1.11220 0.03059 1.45191  C11 1.555, B13 1.614, C16 1.572, C31 1.538
13 B -0.46126 0.32407 2.89915  C12 1.614, C14 1.566, O15 1.378
14 C -0.55037 -0.59607 4.16262  B13 1.566, H62 1.086, H63 1.092, H64 1.080
15 O 0.30297 1.46063 3.04960  B13 1.378, H65 0.962
16 C -1.38601 1.42832 0.78747  C12 1.572, C17 1.521, C22 1.518, H66 1.080
17 C -2.25917 2.33904 1.63630  C16 1.521, C18 1.522, H67 1.090, H68 1.082
18 C -2.86724 3.55087 0.94473  C17 1.522, O19 1.434, C20 1.554, H69 1.086
19 O -4.14535 3.16033 0.42416  C18 1.434, H70 0.955
20 C -1.97847 4.28172 -0.09900  C18 1.554, N21 1.454, H71 1.088, H72 1.083
21 N -2.52208 4.37986 -1.44374  C20 1.454, H73 1.004, H74 1.004
22 C -2.08866 1.07238 -0.51077  C16 1.518, C23 1.523, N27 1.547, H75 1.085
23 C -1.24187 0.79422 -1.74513  C22 1.523, C24 1.523, H76 1.081, H77 1.085
24 C -0.20454 1.87649 -2.01625  C23 1.523, O25 1.199, I26 2.159
25 O 0.70812 2.17163 -1.29737  C24 1.199
26 I -0.38940 2.85832 -3.92985  C24 2.159
27 N -3.02613 -0.05487 -0.01727  C22 1.547, P28 1.839, C31 1.517, H78 1.025
28 P -3.55746 -1.09562 -1.43736  N27 1.839, C29 1.830, O30 1.630
29 C -4.64911 0.14121 -2.22919  P28 1.830, H79 1.090, H80 1.082, H81 1.083
30 O -4.67945 -2.08161 -0.78593  P28 1.630, H82 0.962
31 C -2.51181 -0.58911 1.30626  C12 1.538, N27 1.517, C32 1.519, H83 1.085
32 C -2.72950 -2.06205 1.60836  C31 1.519, F33 1.363, F34 1.363, C35 1.584
33 F -1.98164 -2.39984 2.69653  C32 1.363
34 F -2.31156 -2.88342 0.60348  C32 1.363
35 C -4.22687 -2.37624 2.01855  C32 1.584, F36 1.358, F37 1.347, F38 1.359
36 F -5.04075 -1.36760 1.61381  C35 1.358
37 F -4.67101 -3.54062 1.50665  C35 1.347
38 F -4.29444 -2.44265 3.37422  C35 1.359
39 H 6.11164 4.86161 0.12608  C1 1.081
40 H 4.70700 3.80277 -0.09570  C1 1.086
41 H 6.14908 3.53268 -1.02542  C1 1.084
42 H 6.77868 3.44892 1.82986  C2 1.084
43 H 5.46890 2.36533 1.49119  C2 1.085
44 H 7.81234 2.20601 -0.38906  C3 1.084
45 H 8.08468 1.71854 1.25780  C3 1.086
46 H 5.76136 0.35289 0.77746  C4 1.084
47 H 7.37111 -0.28994 0.67075  C4 1.088
48 H 6.55139 -0.98603 -1.34290  C5 1.088
49 H 7.42140 0.45802 -1.76480  C5 1.085
50 H 4.91373 1.50626 -1.32357  C6 1.089
51 H 5.55045 1.05814 -2.88763  C6 1.087
52 H 4.63695 -1.27115 -2.42971  C7 1.085
53 H 3.43186 -0.01558 -2.78935  C7 1.084
54 H 3.92559 -1.53713 -0.24100  C8 1.085
55 H 3.68157 0.17335 -0.05959  C8 1.087
56 H 1.67660 -1.86389 -0.97969  C9 1.086
57 H 1.62068 -0.20068 -1.60970  C9 1.084
58 H 1.32634 0.76331 0.45391  C10 1.086
59 H 1.95756 -0.60548 1.32154  C10 1.088
60 H 0.06248 -1.72328 1.44515  C11 1.087
61 H -0.49044 -1.37511 -0.13648  C11 1.087
62 H -1.57317 -0.83760 4.43469  C14 1.086
63 H -0.08056 -1.54171 3.88468  C14 1.092
64 H 0.01660 -0.19714 4.99108  C14 1.080
65 H 0.99996 1.54786 2.39290  O15 0.962
66 H -0.44874 1.93565 0.61508  C16 1.080
67 H -3.11429 1.80543 2.05059  C17 1.090
68 H -1.71474 2.70010 2.49836  C17 1.082
69 H -3.05650 4.26894 1.73755  C18 1.086
70 H -4.71298 3.92800 0.44957  O19 0.955
71 H -0.97890 3.85588 -0.15958  C20 1.088
72 H -1.83622 5.30136 0.23617  C20 1.083
73 H -3.03951 5.22525 -1.60204  N21 1.004
74 H -3.05031 3.57538 -1.72870  N21 1.004
75 H -2.82417 1.79771 -0.84305  C22 1.085
76 H -1.82661 0.72987 -2.65231  C23 1.081
77 H -0.68575 -0.13651 -1.69389  C23 1.085
78 H -3.87281 0.45531 0.25296  N27 1.025
79 H -5.45491 0.41856 -1.55030  C29 1.090
80 H -4.11302 1.03097 -2.53102  C29 1.082
81 H -5.07111 -0.38453 -3.07679  C29 1.083
82 H -4.96655 -2.66763 -1.49307  O30 0.962
83 H -3.09483 -0.09344 2.07578  C31 1.085
84 C -4.35876 -5.97812 -1.30745  C85 1.516, O89 1.425, H90 1.087, H91 1.091
85 C -3.19721 -5.91992 -0.33469  C84 1.516, O86 1.427, H92 1.091, H93 1.087
86 O -2.51044 -7.13788 -0.61841  C85 1.427, C87 1.359
87 C -2.81473 -7.51940 -1.88682  O86 1.359, O88 1.179, O89 1.362
88 O -2.27947 -8.38740 -2.47863  C87 1.179
89 O -3.82508 -6.75054 -2.37930  C84 1.425, C87 1.362
90 H -4.66951 -4.99847 -1.66277  C84 1.087
91 H -5.22575 -6.49623 -0.89410  C84 1.091
92 H -2.53248 -5.07795 -0.53283  C85 1.091
93 H -3.51361 -5.89044 0.70437  C85 1.087

The calculated total energy is -2857.4295 hartree. As for the net charge: +1. For the HOMO energy, the calculation gives -12.0 eV. The lowest unoccupied orbital energy is -2.72 eV.

Calculated atomic charges, method Mulliken, unit e:
1 C -0.980
2 C -0.335
3 C -0.861
4 C -0.653
5 C -0.938
6 C -0.677
7 C -0.885
8 C -0.396
9 C -0.916
10 C -1.333
11 C -2.464
12 C 0.398
13 B 1.125
14 C -1.099
15 O -0.688
16 C -0.228
17 C -1.594
18 C -0.456
19 O -0.570
20 C -0.913
21 N -0.369
22 C -1.489
23 C -1.038
24 C -0.630
25 O -0.406
26 I 0.046
27 N 0.312
28 P 0.133
29 C -1.051
30 O -0.478
31 C -1.169
32 C 0.714
33 F -0.233
34 F -0.211
35 C 0.422
36 F -0.245
37 F -0.197
38 F -0.259
39 H 0.326
40 H 0.097
41 H 0.326
42 H 0.408
43 H 0.200
44 H 0.468
45 H 0.338
46 H 0.282
47 H 0.402
48 H 0.497
49 H 0.465
50 H 0.271
51 H 0.363
52 H 0.355
53 H 0.428
54 H 0.430
55 H 0.132
56 H 0.406
57 H 0.048
58 H 0.647
59 H 0.591
60 H 1.082
61 H 0.652
62 H 0.318
63 H 0.326
64 H 0.360
65 H 0.353
66 H 1.985
67 H 0.028
68 H 0.764
69 H 1.036
70 H 0.405
71 H 0.212
72 H 0.548
73 H 0.300
74 H 0.165
75 H 1.423
76 H 1.237
77 H 0.279
78 H 1.000
79 H 0.321
80 H 0.259
81 H 0.510
82 H 0.317
83 H 0.231
84 C -0.011
85 C 0.254
86 O -0.376
87 C 0.580
88 O -0.478
89 O -0.368
90 H -0.033
91 H 0.294
92 H -0.135
93 H 0.288